(1)
19
Properties=species:S:1:pos:R:3 method="wB97M-V/def2-TZVPD" charge=0 lumo_ev="0.2 / -3.5" spin_multiplicity=3 gap_ev="6.20 / 5.72"
C -2.1462 1.2191 -0.1443
C -2.0025 -0.1550 -0.1664
C -1.0268 2.0503 -0.0462
C -0.6794 -0.7153 -0.0822
C 0.4575 0.0951 -0.1693
C 0.2194 1.5082 -0.1480
C 2.5564 0.7284 -0.1950
C -0.6365 -2.2207 0.1245
N 1.7067 -0.2761 -0.2758
F 2.2489 0.4494 1.9820
F -1.0624 -2.8153 -1.0040
F 0.5476 -2.6791 0.4195
F -1.4800 -2.6867 1.0619
S 1.7906 2.2951 -0.2443
I 4.6306 0.4070 -0.3124
H -2.9780 1.8642 -0.2604
H -2.7434 -0.9103 -0.2890
H -1.3408 3.1132 0.0062
H 1.9386 -1.2716 -0.2568



(2)
19
Properties=species:S:1:pos:R:3 method="wB97M-V/def2-TZVPD" charge=0 lumo_ev="-0.7 / -0.7" gap_ev="8.03 / 8.03"
Ag -1.6644 -11.4818 -0.3314
O -2.9516 -13.0362 -0.0630
N -2.8965 -14.0331 0.8630
C -4.0735 -14.3992 1.2668
C -4.4386 -15.6484 1.7338
N -4.7597 -16.7268 2.0419
C -5.1644 -13.4728 1.1540
N -5.9569 -12.6025 1.0169
C 2.8753 -10.8951 -2.0854
C 2.5293 -11.8290 -1.1144
C 1.2568 -11.8263 -0.5785
N 0.3103 -11.0170 -1.0420
C 0.6374 -10.0724 -1.9643
C 1.8762 -10.0256 -2.5423
H 3.8708 -10.8364 -2.5164
H 3.1249 -12.6845 -0.7899
H 0.9178 -12.6017 0.0798
H -0.1364 -9.3749 -2.2157
H 2.0983 -9.2663 -3.2647